(1)
{"formula": "CH2ClFO2", "method": "the ωB97M-V functional and the def2-TZVPD basis", "elements": ["C", "O", "O", "F", "Cl", "H", "H"], "coordinates": [[-0.31, -0.68, 0.27], [0.86, -0.74, -0.28], [-0.67, 1.51, 0.18], [0.81, -0.63, -1.71], [0.81, 2.12, 0.45], [-0.27, -0.70, 1.35], [-1.23, -0.87, -0.26]], "lowdin_charge": [0.030, -0.007, -0.802, 0.023, 0.504, 0.128, 0.123], "molar_mass_g_mol": 100.48, "homo_energy_ev": [-8.9, -8.9], "gap_ev": [7.7, 7.7], "de_lowest_kcal_mol": 193.5, "largest_force_ha_per_bohr": 0.0699}

=====

(2)
{"formula": "C2H6NO2S", "method": "the ωB97M-V functional and the def2-TZVPD basis", "elements": ["C", "C", "N", "O", "O", "S", "H", "H", "H", "H", "H", "H"], "coordinates": [[0.28, 2.21, -1.43], [0.40, -1.57, 1.15], [0.12, -1.47, -0.21], [-2.07, 1.10, -0.84], [-0.59, 1.44, 1.10], [-0.69, 1.17, -0.36], [1.29, 2.34, -1.07], [0.21, 1.63, -2.49], [1.41, -1.92, 1.19], [0.35, -0.60, 1.66], [-0.17, -2.20, 1.75], [-0.53, -2.12, -0.47]], "lowdin_charge": [-0.294, -0.314, -0.062, -0.479, -0.486, 0.584, -0.062, 0.021, 0.051, 0.043, 0.035, -0.037], "molar_mass_g_mol": 108.14, "charge": -1, "homo_energy_ev": [-2.6, -3.9], "gap_ev": [6.4, 7.7], "de_lowest_kcal_mol": 140.1, "largest_force_ha_per_bohr": 0.0623}

=====

(3)
{"formula": "C3H5IN2S3", "method": "the ωB97M-V functional and the def2-TZVPD basis", "elements": ["C", "C", "C", "N", "N", "S", "S", "S", "I", "H", "H", "H", "H", "H"], "coordinates": [[0.79, -1.36, -0.21], [0.30, 1.25, -2.47], [-1.33, -2.30, 1.29], [1.82, -0.84, -0.03], [0.02, 2.36, -2.08], [0.63, 0.00, -3.35], [-0.72, -2.01, -0.45], [0.03, 1.91, 1.37], [1.51, 3.74, 1.23], [-2.11, -3.00, 1.29], [-1.77, -1.33, 1.36], [-0.69, -2.52, 2.07], [0.98, 1.10, 1.47], [0.55, 3.00, -1.48]], "lowdin_charge": [-0.738, -0.864, -0.294, 0.100, 0.102, 0.699, 0.855, 0.039, 0.384, 0.021, 0.009, 0.026, -0.339, 0.000], "molar_mass_g_mol": 292.19, "smiles": "CSC#N.N=C=S.SI", "homo_energy_ev": -9.1, "gap_ev": 8.3, "largest_force_ha_per_bohr": 0.0599}

=====

(4)
{"formula": "C15H15FNO2", "method": "the ωB97M-V functional and the def2-TZVPD basis", "elements": ["O", "C", "O", "H", "C", "C", "C", "C", "C", "C", "H", "H", "C", "H", "H", "N", "H", "H", "C", "C", "C", "C", "C", "C", "C", "F", "H", "H", "H", "H", "H", "H", "H", "H"], "coordinates": [[-3.78, -0.04, -1.08], [-3.24, 0.21, -0.04], [-3.80, -0.01, 1.15], [-4.70, -0.37, 1.04], [-1.87, 0.79, 0.07], [-1.25, 1.24, -1.10], [0.04, 1.72, -1.05], [0.72, 1.77, 0.16], [0.08, 1.37, 1.33], [-1.21, 0.88, 1.29], [-1.70, 0.57, 2.19], [0.58, 1.45, 2.28], [2.16, 2.23, 0.21], [2.25, 3.10, 0.86], [2.51, 2.49, -0.79], [3.04, 1.15, 0.75], [3.98, 1.54, 0.90], [2.66, 0.86, 1.66], [3.14, -0.08, -0.10], [1.93, -0.96, 0.06], [1.64, -1.56, 1.28], [0.52, -2.36, 1.42], [-0.32, -2.58, 0.34], [-0.04, -2.00, -0.89], [1.08, -1.20, -1.01], [1.36, -0.63, -2.19], [-0.67, -2.16, -1.75], [-1.19, -3.20, 0.44], [0.30, -2.82, 2.37], [2.30, -1.42, 2.12], [3.26, 0.23, -1.14], [4.04, -0.63, 0.21], [0.52, 2.05, -1.96], [-1.79, 1.18, -2.03]], "lowdin_charge": [0.131, -0.490, 0.125, 0.146, -0.117, 0.017, -0.022, -0.227, -0.028, 0.014, 0.127, 0.123, -0.062, 0.147, 0.142, 0.071, 0.190, 0.162, -0.046, -0.170, -0.043, -0.060, -0.044, 0.022, -0.234, 0.083, 0.136, 0.120, 0.114, 0.122, 0.142, 0.148, 0.125, 0.134], "molar_mass_g_mol": 260.29, "smiles": "O=C(O)c1ccc(C[NH2+]Cc2ccccc2F)cc1", "charge": 1, "homo_energy_ev": -12.6, "gap_ev": 9.1, "largest_force_ha_per_bohr": 0.0165}

=====

What is the formula in the second record? C2H6NO2S

=====

Please write out number 4 again, unchanged.
{"formula": "C15H15FNO2", "method": "the ωB97M-V functional and the def2-TZVPD basis", "elements": ["O", "C", "O", "H", "C", "C", "C", "C", "C", "C", "H", "H", "C", "H", "H", "N", "H", "H", "C", "C", "C", "C", "C", "C", "C", "F", "H", "H", "H", "H", "H", "H", "H", "H"], "coordinates": [[-3.78, -0.04, -1.08], [-3.24, 0.21, -0.04], [-3.80, -0.01, 1.15], [-4.70, -0.37, 1.04], [-1.87, 0.79, 0.07], [-1.25, 1.24, -1.10], [0.04, 1.72, -1.05], [0.72, 1.77, 0.16], [0.08, 1.37, 1.33], [-1.21, 0.88, 1.29], [-1.70, 0.57, 2.19], [0.58, 1.45, 2.28], [2.16, 2.23, 0.21], [2.25, 3.10, 0.86], [2.51, 2.49, -0.79], [3.04, 1.15, 0.75], [3.98, 1.54, 0.90], [2.66, 0.86, 1.66], [3.14, -0.08, -0.10], [1.93, -0.96, 0.06], [1.64, -1.56, 1.28], [0.52, -2.36, 1.42], [-0.32, -2.58, 0.34], [-0.04, -2.00, -0.89], [1.08, -1.20, -1.01], [1.36, -0.63, -2.19], [-0.67, -2.16, -1.75], [-1.19, -3.20, 0.44], [0.30, -2.82, 2.37], [2.30, -1.42, 2.12], [3.26, 0.23, -1.14], [4.04, -0.63, 0.21], [0.52, 2.05, -1.96], [-1.79, 1.18, -2.03]], "lowdin_charge": [0.131, -0.490, 0.125, 0.146, -0.117, 0.017, -0.022, -0.227, -0.028, 0.014, 0.127, 0.123, -0.062, 0.147, 0.142, 0.071, 0.190, 0.162, -0.046, -0.170, -0.043, -0.060, -0.044, 0.022, -0.234, 0.083, 0.136, 0.120, 0.114, 0.122, 0.142, 0.148, 0.125, 0.134], "molar_mass_g_mol": 260.29, "smiles": "O=C(O)c1ccc(C[NH2+]Cc2ccccc2F)cc1", "charge": 1, "homo_energy_ev": -12.6, "gap_ev": 9.1, "largest_force_ha_per_bohr": 0.0165}

=====

What did the first record say?
{"formula": "CH2ClFO2", "method": "the ωB97M-V functional and the def2-TZVPD basis", "elements": ["C", "O", "O", "F", "Cl", "H", "H"], "coordinates": [[-0.31, -0.68, 0.27], [0.86, -0.74, -0.28], [-0.67, 1.51, 0.18], [0.81, -0.63, -1.71], [0.81, 2.12, 0.45], [-0.27, -0.70, 1.35], [-1.23, -0.87, -0.26]], "lowdin_charge": [0.030, -0.007, -0.802, 0.023, 0.504, 0.128, 0.123], "molar_mass_g_mol": 100.48, "homo_energy_ev": [-8.9, -8.9], "gap_ev": [7.7, 7.7], "de_lowest_kcal_mol": 193.5, "largest_force_ha_per_bohr": 0.0699}